A structure of composition C5H7NO. Source: OMol25; level of theory: ωB97M-V with the def2-TZVPD basis set.

The geometry in XYZ format:
```
14
Properties=species:S:1:pos:R:3:lowdin_charge:R:1
C 1.728 -0.626 0.203 -0.11
C 0.246 0.611 0.179 -0.42
C -1.199 1.112 -0.067 0.00
C -1.922 -0.046 0.057 -0.11
C 0.164 -0.569 -0.371 -0.30
H 2.474 -1.513 -0.225 0.16
H 1.938 -0.703 1.250 0.08
H 2.032 0.939 -0.987 0.06
H 0.293 0.641 1.315 0.18
H -1.565 2.237 0.120 0.14
H -2.989 -0.184 -0.232 0.13
H 0.417 -0.793 -1.422 0.17
N 1.690 0.838 -0.094 0.05
O -1.067 -1.172 0.103 -0.03
```

The energy above the lowest of the compared OMol25 structures with the same formula, charge and spin is 146.2 kcal/mol. The HOMO-LUMO gap is 9.95 eV. The calculation puts the LUMO energy at 0.0408 Eh. The value obtained for the highest occupied orbital energy is -8.8 eV.

---

A structure of composition C10H31CrN10O9. Source: OMol25; level of theory: ωB97M-V with the def2-TZVPD basis set.

The geometry in XYZ format:
```
61
Properties=species:S:1:pos:R:3:lowdin_spin:R:1
Cr -5.917 -0.291 -0.634 3.00
N -1.822 -1.980 -0.175 0.00
O -2.961 -2.126 -0.565 0.00
O -1.117 -2.958 0.054 0.00
O -1.453 -0.895 0.124 0.00
C -0.324 -1.926 5.076 0.00
O -0.626 -2.084 6.241 0.00
N -0.414 -0.739 4.520 0.00
N -0.043 -2.939 4.235 0.00
H -0.866 -0.109 5.168 0.00
H -0.368 -0.838 3.516 0.00
H -0.359 -3.828 4.595 0.00
H 0.122 -2.779 3.252 0.00
C -1.717 -6.571 -3.565 0.00
O -1.749 -7.534 -4.252 0.00
N -2.589 -5.596 -3.413 0.00
N -0.720 -6.370 -2.716 0.00
H -3.414 -5.364 -3.947 0.00
H -2.257 -5.001 -2.668 0.00
H -0.803 -5.760 -1.916 0.00
H -0.176 -7.214 -2.604 0.00
C -3.651 4.007 -0.967 0.00
O -4.260 3.032 -1.254 0.00
N -3.992 5.191 -1.474 0.00
N -2.734 4.040 -0.103 0.00
H -4.766 5.309 -2.112 0.00
H -3.470 5.968 -1.097 0.00
H -2.376 4.905 0.278 0.00
H -2.495 3.135 0.276 0.00
C -7.852 -4.349 1.300 0.00
O -7.549 -3.306 0.730 0.00
N -8.607 -5.230 0.744 0.00
N -7.743 -4.571 2.591 0.00
H -8.760 -6.069 1.285 0.00
H -8.851 -5.000 -0.209 0.00
H -7.103 -4.034 3.159 0.00
H -8.394 -5.137 3.116 0.00
C 7.856 5.697 -0.932 0.00
O 6.822 4.734 -0.756 0.00
C 6.424 4.538 0.568 0.01
C 5.457 3.361 0.605 0.06
N 4.247 3.613 -0.237 0.55
C 3.382 2.461 -0.140 0.09
C 4.003 1.025 -0.554 0.10
O 4.425 1.126 -1.920 0.09
C 3.362 1.316 -2.892 0.01
H 8.295 5.604 -1.926 0.00
H 8.689 5.600 -0.235 0.00
H 7.445 6.694 -0.775 0.00
H 5.962 5.487 0.843 0.00
H 7.257 4.278 1.220 0.00
H 5.201 2.970 1.590 0.00
H 5.961 2.510 0.148 0.03
H 4.485 3.883 -1.181 0.02
H 2.567 2.658 -0.837 0.00
H 2.924 2.329 0.841 0.02
H 3.308 0.185 -0.551 0.01
H 4.878 0.787 0.050 0.01
H 3.620 0.913 -3.871 0.00
H 3.184 2.375 -3.074 0.01
H 2.422 0.865 -2.573 0.00
```

Its expectation value of S² is 6.011. The HOMO-LUMO gap (alpha / beta) is 5.84 / 1.78 eV. The calculation puts the LUMO energy (alpha / beta) at -0.1347 / -0.2829 Eh. The value obtained for the highest occupied orbital energy (alpha / beta) is -9.5 / -9.5 eV. As for the charge: +1. As for the multiplicity: 5.

---

Number 1: strongest force on any atom 0.19897 hartree/bohr, DFT total energy -324.49151 hartree. Number 2: strongest force on any atom 0.12584 hartree/bohr, DFT total energy -2668.18942 hartree.